1.
121
Properties=species:S:1:pos:R:3:mulliken_charge:R:1 method="wB97M-V/def2-TZVPD" total_charge=-1 e_homo_ev=-5.098 gap_ev=7.5
P 0.949 3.499 -3.630 0.504
C 1.356 7.070 1.206 -1.268
H 4.371 4.770 2.475 0.372
H 0.982 5.063 -1.001 0.418
O -1.218 -0.962 -0.021 -0.644
H 1.881 -4.284 0.225 0.109
H 0.128 -4.609 -5.708 0.295
N -5.193 -2.748 3.380 0.274
Cl -0.542 0.248 0.329 1.736
H 2.234 1.922 -1.654 0.119
H -5.531 -4.052 4.971 0.274
H 3.038 -3.083 -0.107 0.346
H -6.427 -1.084 2.801 0.279
N 1.132 3.966 -5.293 0.198
H -4.315 -2.902 5.286 0.299
O -0.249 3.911 1.034 -0.766
N 0.062 -5.700 -1.201 0.266
N -2.443 -2.924 3.354 0.452
H -4.696 -5.992 4.590 0.337
C -1.216 -6.087 -0.590 -1.449
H 3.276 2.296 1.386 0.482
H -1.497 -7.055 -1.005 0.384
O -1.557 1.019 1.005 -0.737
H -1.911 -1.626 4.946 0.328
H 3.249 -2.094 -2.183 0.468
H 1.922 2.784 0.405 -0.069
C 2.215 -2.306 -2.459 -0.849
H 0.141 2.094 2.859 -0.073
C 3.371 4.724 2.906 -1.127
H -3.249 -1.091 4.124 0.342
H -3.112 -6.553 4.133 0.430
H 3.090 5.731 3.213 0.343
P 0.220 -4.312 -2.162 0.770
H 3.775 5.693 -2.982 0.456
N 1.562 -3.379 -1.566 0.413
H 3.062 4.832 -5.717 0.264
H -0.364 -3.438 3.762 0.376
H 3.587 4.075 3.755 0.245
H 0.667 6.063 -2.361 0.335
H -1.780 -0.906 3.195 0.314
H 2.091 -2.352 -3.541 0.342
H -1.162 -6.202 0.493 0.430
H 0.700 7.270 0.358 0.406
C 0.244 5.001 -5.792 -1.050
C -1.185 -3.635 3.072 -1.174
H -4.424 -7.012 2.090 0.413
C -5.290 -3.001 4.810 -1.030
H -1.272 2.543 3.711 0.222
H 0.660 6.009 -5.796 0.307
H 1.294 -2.549 0.291 0.158
H 3.775 4.019 -3.834 0.397
N 0.752 -5.041 -3.729 0.222
C 1.472 5.532 -1.854 -1.371
O -1.040 -3.554 -2.311 -0.910
H -0.361 8.181 2.826 0.384
H 4.060 4.348 -2.157 0.219
H 0.057 4.767 -6.840 0.356
H -6.349 -2.400 1.662 0.302
H -4.739 -5.740 0.900 0.335
C 2.803 3.162 0.923 -0.709
N 1.842 1.974 -3.689 0.301
H -0.915 -3.342 2.057 0.397
O -0.448 3.390 -3.220 -0.903
C 1.110 -6.747 -0.946 -1.060
H -3.215 -6.140 1.157 0.135
C 2.666 1.537 -2.578 -0.581
H 2.215 6.557 0.775 0.333
P 0.662 4.546 2.062 0.044
H -0.300 7.007 4.030 0.303
H 2.499 -4.917 -4.810 0.380
P -3.776 -3.322 2.447 0.535
H -1.203 -5.067 -4.553 0.267
C -0.185 2.610 3.762 -0.561
H 2.094 -6.523 -4.304 0.361
H 1.714 0.098 -4.714 0.352
H -1.399 -4.690 2.900 0.226
H 2.830 -5.410 -3.094 0.356
C 2.439 3.981 -5.989 -1.061
C -4.120 -6.022 1.752 -1.012
H 0.281 0.978 -4.903 0.376
O -0.286 0.956 -0.900 -0.705
H 1.606 8.053 1.606 0.479
H 3.558 3.557 0.243 0.153
H -1.428 6.892 2.600 0.342
H 0.098 4.414 5.732 0.336
C -0.417 7.100 2.950 -1.064
H 1.718 -1.349 -2.301 -0.098
H 0.698 -7.675 -0.549 0.390
H 0.560 0.253 -3.376 0.310
N 2.026 4.525 -2.802 0.556
N 0.566 6.246 2.141 0.409
H 3.668 1.953 -2.685 0.360
H -3.332 -4.983 4.906 0.405
C -6.366 -2.169 2.728 -1.117
N -3.851 -5.042 2.836 0.431
O 0.634 0.008 1.056 -0.685
O -3.771 -3.049 0.955 -0.886
H 2.267 6.195 -1.510 0.493
H 1.710 4.102 5.086 0.360
C -2.279 -1.545 3.923 -1.118
C 2.159 -5.494 -3.949 -1.344
H -6.074 -2.456 5.336 0.434
H 2.829 3.010 -5.684 0.313
H 0.956 5.694 4.828 0.329
H -1.991 -5.385 -0.896 0.471
H 0.014 -6.204 -5.260 0.333
C 1.069 0.792 -4.174 -1.084
H 2.271 4.032 -7.065 0.412
H 1.768 -6.989 -1.781 0.260
N 2.409 4.174 1.958 0.500
H -7.239 -2.583 3.232 0.404
C 1.967 -3.272 -0.170 -0.758
C -0.163 -5.212 -4.847 -1.025
C 3.451 4.653 -3.008 -1.150
H 1.769 -6.358 -0.170 0.323
H -0.628 5.017 -5.138 0.299
C -3.746 -5.667 4.165 -1.297
N 0.206 4.027 3.669 0.252
H 0.228 2.283 4.717 0.404
C 0.771 4.622 4.900 -1.166
H 2.751 0.461 -2.429 0.052

=====

2.
20
Properties=species:S:1:pos:R:3:mulliken_charge:R:1 method="wB97M-V/def2-TZVPD" total_charge=0 e_homo_ev=-7.555 gap_ev=8.2
N 1.099 -2.401 -0.680 -0.715
H -2.293 1.164 0.894 0.368
H 0.152 2.279 1.305 0.282
C 0.061 1.341 1.863 -0.921
C 1.128 -1.421 -1.621 -0.063
H 0.094 1.651 -1.884 0.230
C 0.286 -0.731 0.767 0.557
C 0.613 0.779 -2.416 -0.996
H 1.037 1.031 2.296 0.325
H -2.205 -0.540 0.369 0.357
H 0.008 0.448 -3.182 0.386
H 1.620 0.821 -2.876 0.340
H 0.996 -2.416 1.493 0.243
C 0.704 -1.959 0.494 -0.310
N -0.520 0.168 1.243 0.014
H 1.563 -1.761 -2.542 0.452
N 0.674 -0.241 -1.444 -0.286
H -2.492 -0.077 2.112 0.281
H -0.571 1.699 2.646 0.406
C -1.955 0.166 1.163 -0.950

=====

3.
73
Properties=species:S:1:pos:R:3:mulliken_charge:R:1 method="wB97M-V/def2-TZVPD" s_squared=0.7511 total_charge=+1 multiplicity=2 e_homo_ev="-10.048 / -10.060" gap_ev="7.0 / 6.8"
C -1.543 1.003 -4.793 -0.234
C 1.668 -1.258 1.653 0.556
C -1.864 2.050 3.005 -0.073
C 1.613 1.680 1.368 1.158
H -1.432 3.140 -0.029 0.671
Cl 0.475 -2.311 -1.332 -0.361
C 2.614 -3.401 2.199 -0.874
C -4.251 0.457 -4.929 -0.641
C 0.985 -1.266 2.867 -0.376
H 2.972 -2.381 0.358 0.477
C 5.471 0.141 -0.157 0.249
Br -4.241 -0.345 0.348 0.019
C 3.193 0.336 -1.726 -0.085
H -2.506 2.192 -1.816 0.525
H 2.144 1.004 3.337 0.563
H -2.032 2.004 4.062 0.544
F 4.120 -0.033 1.742 -0.403
H 2.095 -4.203 4.110 0.451
H -1.381 -4.886 2.205 0.521
C -1.547 2.600 0.890 -0.623
H -4.339 1.065 -2.885 0.345
C -2.328 1.182 -3.643 0.343
C -3.454 0.275 -6.050 -0.515
C -1.972 -4.045 1.888 -1.212
H -5.106 -2.785 1.826 0.484
I -1.913 5.150 2.665 0.150
C 1.395 2.796 0.556 -0.923
C -4.045 -2.882 1.670 -0.854
C 5.600 0.322 -1.533 0.421
H 1.343 4.935 0.446 0.474
F 6.797 0.414 -2.091 -0.271
H -3.848 -4.785 2.636 0.435
C 1.136 -2.322 3.747 -1.022
C 1.793 4.240 2.421 -0.703
H -1.727 -0.004 2.525 0.060
H 1.141 2.656 -0.491 0.228
C -3.699 0.905 -3.745 -0.289
C -1.362 -2.991 1.233 -0.099
C 3.041 0.151 -0.354 0.597
H -0.297 -3.000 1.050 0.443
H -3.890 -0.061 -6.977 0.419
H -0.908 2.315 -2.586 0.377
H 0.621 -2.315 4.696 0.478
Yb -1.058 -0.310 -1.209 0.436
C 1.936 1.855 2.707 -0.259
F 4.559 0.622 -3.620 -0.315
H 0.351 -0.431 3.134 0.613
Br 1.687 0.568 -2.860 0.055
F 6.549 0.046 0.612 -0.278
C -1.737 1.626 -2.362 -1.014
C 4.203 0.078 0.414 0.000
Cl -2.699 -1.953 -2.239 -0.127
N -1.688 0.963 2.236 0.047
Si -1.052 -2.124 -3.695 0.322
C -3.339 -3.990 2.115 -0.327
H -0.486 1.240 -4.752 0.314
N -2.024 -1.920 0.791 0.543
H 1.849 5.235 2.838 0.482
Cl -1.361 -4.054 -4.179 -0.179
C 2.466 -2.351 1.313 -0.549
H -5.312 0.261 -4.982 0.423
C 1.499 4.070 1.077 -0.676
P 1.382 0.098 0.464 0.978
C -2.100 0.560 -5.977 -0.731
C 4.453 0.426 -2.312 0.279
H 3.247 -4.235 1.938 0.471
H 2.248 3.268 4.273 0.478
C 1.958 -3.387 3.418 -0.834
C 2.012 3.137 3.228 -0.723
H -1.477 0.446 -6.850 0.415
C -3.336 -1.896 1.008 0.346
N -1.494 1.277 0.946 0.663
C -1.776 3.136 2.159 -1.285

=====

4.
8
Properties=species:S:1:pos:R:3:mulliken_charge:R:1 method="wB97M-V/def2-TZVPD" smiles=OSP(O)O total_charge=0 e_homo_ev=-8.924 gap_ev=8.8
P -0.478 -0.599 -0.170 0.399
O -0.124 -0.780 -1.965 -0.526
S 1.242 0.661 0.289 0.041
H -2.480 0.113 -0.329 0.328
H 0.519 -1.460 -2.079 0.318
H 3.124 0.184 -1.040 0.331
O 2.377 -0.306 -0.560 -0.477
O -1.652 0.522 -0.281 -0.414

=====

no.,strongest force on any atom (eV Å⁻¹),M (g mol⁻¹)
1,6.1,816.26
2,3.1,125.17
3,2.6,1163.74
4,3.9,114.06